ORCA calculation (ωB97M-V/def2-TZVPD) on a structure of composition C34H26BBr3N5O16.

Results
* F_max: 4.6 eV/A
* multiplicity: 1
* E_HOMO: -7.7 eV
* total charge: -1
* orbital gap: 0.311 hartree

Each line ends with the Löwdin charge.
Positions of all 85 atoms, in Å:
1 O -3.602 -2.043 2.573  0.114
2 C -2.474 -1.634 2.360  -0.381
3 O -2.007 -1.119 1.251  0.182
4 B -0.586 -0.667 1.536  -0.864
5 O -0.275 -1.090 2.907  0.256
6 C -1.319 -1.693 3.407  -0.334
7 O -1.432 -2.420 4.422  0.099
8 O -0.498 0.725 1.241  0.288
9 C 0.122 0.888 0.145  -0.388
10 O 0.324 1.934 -0.442  0.097
11 C 0.591 -0.515 -0.415  -0.361
12 O 0.323 -1.372 0.571  0.210
13 O 1.326 -0.663 -1.379  0.125
14 C -4.535 0.609 -0.316  -1.517
15 Br -3.752 1.267 -2.023  0.568
16 Br -6.142 -0.504 -0.342  0.565
17 Br -4.678 2.185 0.887  0.517
18 H -3.871 -0.136 0.122  -0.074
19 C -1.966 3.982 -3.815  -0.102
20 C -1.037 3.245 -3.103  -0.093
21 C -0.319 2.094 -3.653  0.036
22 C -0.659 1.746 -4.968  -0.158
23 C -1.579 2.493 -5.708  -0.011
24 C -2.287 3.598 -5.149  -0.050
25 N -0.040 0.576 -5.602  -0.370
26 O 0.217 -0.382 -4.876  0.070
27 O 0.318 0.700 -6.721  0.107
28 H -2.463 4.859 -3.430  0.101
29 H -0.796 3.467 -2.073  0.087
30 H 0.429 1.714 -2.973  0.100
31 H -1.607 2.198 -6.747  0.108
32 H -2.954 4.182 -5.765  0.095
33 C 2.662 4.045 0.176  -0.073
34 C 2.431 4.224 1.547  -0.059
35 C 3.284 5.016 2.260  -0.014
36 C 4.472 5.521 1.661  -0.100
37 C 4.796 5.072 0.373  -0.007
38 C 3.829 4.467 -0.428  -0.089
39 N 5.497 6.355 2.412  -0.294
40 O 6.613 6.430 1.930  0.064
41 O 5.201 7.012 3.495  0.005
42 H 2.039 3.422 -0.448  0.087
43 H 1.555 3.764 1.980  0.112
44 H 3.128 5.166 3.319  0.115
45 H 5.769 5.220 -0.073  0.112
46 H 3.977 4.107 -1.435  0.107
47 C 4.720 -0.662 1.290  -0.047
48 C 4.115 0.292 0.497  -0.033
49 C 4.895 1.240 -0.115  -0.020
50 C 6.231 1.078 -0.160  -0.117
51 C 6.846 0.015 0.520  -0.013
52 C 6.118 -0.859 1.299  -0.057
53 N 6.953 2.082 -1.057  -0.284
54 O 8.168 1.940 -1.138  0.061
55 O 6.395 2.982 -1.754  0.025
56 H 4.236 -1.300 2.015  0.109
57 H 3.062 0.530 0.465  0.101
58 H 4.463 2.139 -0.529  0.092
59 H 7.916 -0.128 0.487  0.113
60 H 6.474 -1.716 1.850  0.108
61 C -1.935 -2.882 -1.778  -0.021
62 C -2.704 -3.970 -1.399  -0.058
63 C -2.946 -5.092 -2.240  -0.002
64 C -2.459 -5.060 -3.509  -0.162
65 C -1.633 -4.032 -3.990  -0.002
66 C -1.342 -2.969 -3.111  -0.015
67 N -2.636 -6.194 -4.461  -0.332
68 O -3.540 -7.014 -4.284  0.050
69 O -1.758 -6.412 -5.289  0.057
70 H -1.737 -2.122 -1.036  0.081
71 H -3.095 -3.879 -0.396  0.103
72 H -3.560 -5.908 -1.888  0.117
73 H -0.999 -4.036 -4.863  0.116
74 H -0.653 -2.206 -3.444  0.076
75 N -6.156 -5.350 6.503  0.035
76 C -5.871 -4.484 7.529  -0.147
77 C -5.006 -3.383 7.389  -0.101
78 C -4.456 -3.051 6.183  -0.063
79 C -4.908 -3.832 5.102  -0.060
80 C -5.700 -4.962 5.278  -0.147
81 H -6.249 -4.722 8.512  0.087
82 H -4.833 -2.790 8.274  0.092
83 H -3.816 -2.208 5.967  0.102
84 H -4.577 -3.528 4.120  0.075
85 H -6.052 -5.589 4.472  0.094